Record 1
{"formula": "C2H5Br", "method": "ωB97M-V with the def2-TZVPD basis set", "lumo_energy_ha": 0.0246, "homo_energy_ha": -0.3712, "symbols": ["C", "C", "Br", "H", "H", "H", "H", "H"], "positions_angstrom": [[-0.5924, -0.2643, -0.4463], [0.3209, 0.2491, 0.6370], [2.1938, 0.2253, -0.3167], [-1.5440, -0.4675, -0.0930], [-0.7179, 0.5234, -1.2541], [-0.0662, -1.1869, -0.8009], [0.4261, -0.4135, 1.4828], [-0.0203, 1.3344, 0.7911]], "nbo_charge": [-0.644, -0.331, -0.114, 0.212, 0.217, 0.221, 0.217, 0.223]}

***

Record 2
{"formula": "C2H5BrClFP2", "method": "ωB97M-V with the def2-TZVPD basis set", "lumo_energy_ha": [-0.0090, -0.0246], "homo_energy_ha": [-0.3196, -0.2778], "symbols": ["C", "C", "F", "P", "P", "Cl", "Br", "H", "H", "H", "H", "H"], "positions_angstrom": [[1.1102, -2.2919, 1.4397], [-0.6790, 0.7639, -0.8756], [-1.5672, 0.0425, -1.5445], [-1.4781, 2.0571, 0.2399], [0.5596, 1.3858, -2.0016], [-0.2780, -1.9273, 2.4383], [0.7869, -2.2831, -0.4045], [1.7196, -2.9825, 1.9202], [-2.4388, 1.4537, 1.0001], [-0.4710, 1.9281, 1.3875], [1.6330, 1.8394, -1.1662], [1.1028, 0.0142, -2.4332]], "nbo_charge": [-0.305, -0.171, -0.358, 0.232, 0.273, 0.006, 0.119, 0.189, -0.005, 0.011, 0.004, 0.005]}

***

Record 3
{"formula": "C2H5BrN2S", "method": "ωB97M-V with the def2-TZVPD basis set", "lumo_energy_ha": [-0.0404, -0.0403], "homo_energy_ha": [-0.3054, -0.3056], "symbols": ["C", "C", "N", "N", "S", "Br", "H", "H", "H", "H", "H"], "positions_angstrom": [[0.4203, 0.3914, -0.6309], [-0.9049, -0.0667, -0.9637], [0.9432, -0.5790, 0.3488], [0.0553, -1.0391, 1.1815], [-1.4630, -1.0441, 0.5373], [0.2814, 0.7538, 2.8680], [1.1521, 0.5750, -1.4951], [0.4047, 1.2953, 0.0063], [-1.7351, 0.7324, -1.0459], [-0.9051, -0.7118, -1.7284], [1.7510, -0.3070, 0.9222]], "nbo_charge": [-0.297, -0.534, -0.328, -0.225, 0.554, -0.550, 0.242, 0.242, 0.254, 0.215, 0.427]}

***

Record 4
{"formula": "C2H5BrNO", "method": "ωB97M-V with the def2-TZVPD basis set", "lumo_energy_ha": [-0.1482, -0.3131], "charge": 1, "s_squared": 2.02, "spin_multiplicity": 3, "homo_energy_ha": [-0.4057, -0.5792], "symbols": ["C", "C", "N", "O", "Br", "H", "H", "H", "H", "H"], "positions_angstrom": [[0.9924, -0.8479, 0.5455], [-0.4238, -0.1234, 0.5318], [-0.6582, 0.5284, -0.7537], [1.3360, -1.9332, 0.7819], [2.4168, 0.4457, -0.2217], [-0.1689, 0.6053, 1.3410], [-1.2654, -0.6480, 0.9416], [-1.2996, 1.2778, -0.7065], [-1.2555, -0.1131, -1.3680], [0.3261, 0.8084, -1.0919]], "nbo_charge": [0.142, -0.293, -0.710, -0.194, 0.142, 0.269, 0.274, 0.441, 0.459, 0.468]}

***

Record 5
{"formula": "C2H5BrO", "method": "ωB97M-V with the def2-TZVPD basis set", "lumo_energy_ha": 0.0322, "homo_energy_ha": -0.3871, "symbols": ["C", "C", "O", "Br", "H", "H", "H", "H", "H"], "positions_angstrom": [[-0.1988, 0.6113, -0.3468], [-0.6696, -0.3969, 0.6432], [-0.4177, -1.9891, 0.0109], [-2.5458, -0.4117, 1.0911], [0.0172, 1.6125, 0.0509], [0.6637, 0.1452, -0.7277], [-1.0998, 0.9427, -0.9784], [-0.1725, -0.3180, 1.5355], [0.4183, -1.9365, -0.4095]], "nbo_charge": [-0.685, 0.071, -0.755, 0.034, 0.236, 0.228, 0.242, 0.180, 0.447]}

***

Record 6
{"formula": "C2H5BrO", "method": "ωB97M-V with the def2-TZVPD basis set", "lumo_energy_ha": [0.0061, 0.0099], "homo_energy_ha": [-0.2998, -0.2937], "symbols": ["C", "C", "O", "Br", "H", "H", "H", "H", "H"], "positions_angstrom": [[-0.6799, -1.3563, -0.1343], [1.3381, -0.2503, 0.2872], [0.5318, -1.0328, -0.3620], [3.2112, -0.3624, -0.1110], [-1.4970, 1.4867, 0.1635], [-1.1693, -1.6069, -1.0808], [-1.4177, -0.8265, 0.5189], [-0.5610, 1.4576, 0.0023], [1.2343, 0.1137, 1.3594]], "nbo_charge": [-0.109, -0.037, -0.383, 0.022, -0.004, 0.157, 0.163, -0.006, 0.197]}

***

Record 7
{"formula": "C2H5BrO2S2", "method": "ωB97M-V with the def2-TZVPD basis set", "lumo_energy_ha": [-0.0725, -0.1135], "homo_energy_ha": [-0.3220, -0.2947], "symbols": ["C", "C", "O", "O", "S", "S", "Br", "H", "H", "H", "H", "H"], "positions_angstrom": [[0.8724, 1.5721, 0.6651], [-1.9176, -1.6331, -0.2475], [0.5237, 0.3609, -1.6450], [0.1805, -1.0146, 0.4314], [2.8551, -0.4898, -0.1834], [0.9802, 0.0855, -0.2916], [-2.4183, 0.1439, -0.5607], [-0.1949, 1.5352, 0.9566], [1.6875, 1.5870, 1.3366], [0.9971, 2.2164, -0.1712], [-1.8149, -2.0271, 0.7034], [-1.7509, -2.3365, -0.9938]], "nbo_charge": [-0.850, -0.119, -0.954, -0.889, -0.448, 1.878, 0.221, 0.237, 0.266, 0.249, 0.208, 0.202]}

***

Record 8
{"formula": "C2H5BrS3", "method": "ωB97M-V with the def2-TZVPD basis set", "lumo_energy_ha": [-0.0508, -0.0786], "homo_energy_ha": [-0.2883, -0.2695], "symbols": ["C", "C", "S", "S", "S", "Br", "H", "H", "H", "H", "H"], "positions_angstrom": [[0.4447, -0.0885, 1.1256], [0.1555, -0.2922, -1.6938], [1.9414, 0.9179, 0.8955], [0.0387, -1.2087, -0.2477], [-2.7526, 1.3935, -0.6161], [-2.9346, -0.3029, 0.5881], [0.2554, -0.6980, 2.0929], [-0.4923, 0.5961, 1.3257], [-0.0953, -0.9106, -2.5509], [0.5372, 0.6951, -1.7743], [2.9019, -0.1016, 0.8550]], "nbo_charge": [-0.782, -0.496, 0.020, 0.522, -0.385, -0.059, 0.267, 0.303, 0.230, 0.241, 0.138]}